# 1
This record from OMol25 describes a cluster of 2 separate species, C7H15O3 in total. The level of theory is ωB97M-V/def2-TZVPD.

Geometry as ORCA input:
```
! RIJCOSX wB97M-V def2-TZVPD def2/J DEFGRID3
* xyz 0 2
C -0.8841 0.6556 -0.1975
H -0.1701 1.2322 0.4178
H -1.1486 1.2757 -1.0732
H 6.3382 0.4814 1.5888
C 5.9524 -0.5504 1.5731
H -1.8665 -0.3111 1.4497
H 5.7569 -0.8798 2.6051
H 3.6932 1.1833 0.8286
H 0.9613 0.4476 -1.9196
H 3.0792 -0.3118 1.9273
H 1.8067 -0.2190 -0.4292
H 6.6918 -1.2141 1.1095
H 1.1861 -1.3121 -1.7629
O 4.7740 -0.6243 0.7973
H -6.3485 -0.8982 0.2742
H -5.3987 -0.8738 -1.3452
O -0.3049 -0.5553 -0.6100
C -2.1118 0.3875 0.6338
C -5.4073 -0.7767 -0.2592
C 0.9504 -0.3961 -1.2088
C 3.7444 0.1548 1.1990
H -2.4559 1.3357 1.0761
O -3.1339 -0.1626 -0.1833
C -4.3195 -0.4003 0.4175
H -4.3450 -0.2193 1.4982
*
```

Computed properties:
Relative energy (zero: lowest compared OMol25 entry of this formula, charge and spin), kcal per mole: 24.14
<S²>: 0.75
Frontier orbital gap (spin up / spin down), Eh: 0.3329 / 0.3292
E, eV: -13640.103

# 2
This record from OMol25 describes the molecule C7H12N2. The level of theory is ωB97M-V/def2-TZVPD.

Geometry as ORCA input:
```
! RIJCOSX wB97M-V def2-TZVPD def2/J DEFGRID3
* xyz 0 1
H -0.6254 1.8953 -0.6259
C -0.0182 1.4902 0.1641
C -2.7325 -0.5769 -0.1885
H -0.1329 -0.0200 1.7146
H 2.1666 1.8517 -0.2514
C -0.5019 0.1590 0.7133
H -3.0523 -1.4387 -0.7849
H -2.9946 1.1568 0.4644
N -1.5663 -0.8376 0.5419
H 2.1989 -0.1022 1.2077
H -0.5206 -0.8234 -1.3305
N -3.4280 0.5028 -0.1784
H 1.4338 -2.0792 -0.9274
H 2.9752 -0.4634 -0.2738
C 2.0104 -0.2562 0.1595
H 1.3083 0.9303 -1.4934
H 0.0440 2.2130 0.9507
C 1.3957 1.0940 -0.4070
H 1.2556 -2.2011 0.8331
C 1.1066 -1.5338 -0.0460
C -0.3224 -0.9606 -0.2423
*
```

Computed properties:
Relative energy (zero: lowest compared OMol25 entry of this formula, charge and spin), kcal per mole: 57.48
SMILES string: [H]/N=C\N1[C@@H]2CCCC[C@H]21
Frontier orbital gap, Eh: 0.3669
E, eV: -10430.985

# 3
This record from OMol25 describes a cluster of 10 separate species, C19H39N3O32S6 in total. The level of theory is ωB97M-V/def2-TZVPD.

Geometry as ORCA input:
```
! RIJCOSX wB97M-V def2-TZVPD def2/J DEFGRID3
* xyz 0 1
O 0.1631 3.7737 -2.9887
S 1.6546 -2.6163 -2.3944
O 0.6048 -3.1655 4.5796
O -4.0895 3.7534 4.3110
H 1.8406 -0.7077 1.5743
H 5.8064 1.4180 -2.0525
C 0.1619 1.0576 -0.5001
O -1.2756 5.6811 1.8741
C -1.8130 -3.8902 0.3494
H 3.4395 0.4999 4.4800
O 1.2569 3.5165 2.2796
H 4.7098 -3.5348 -3.1019
H 0.5449 0.0372 -4.6093
H -2.1454 3.0611 4.4204
H 4.8597 0.2767 -3.0271
C 0.6894 1.0719 -4.3058
C -2.6881 -1.7216 -2.9981
H -4.4481 -4.8259 2.2252
H 4.0374 -2.5761 -4.5476
C 2.8247 2.4833 4.9555
S -0.5433 3.1870 -4.1048
H 0.9043 0.9794 0.2913
O -5.2811 1.8479 5.3030
O -3.9004 -2.4749 -2.9009
H -1.8237 -4.0392 -0.7314
C 1.6445 -1.5589 2.2250
N -0.9912 0.2083 -0.1482
O 1.9040 -1.2139 3.5659
O -6.3563 -1.9176 -3.1821
H -2.7358 0.4805 -2.6808
C 3.8497 -3.1114 -3.6150
O -0.5772 1.5640 -4.0337
S -5.1266 2.5285 4.0398
H -0.1104 2.1047 -0.6014
H 3.2884 -5.1592 -4.0242
H -2.8282 -0.0087 -4.3941
C 2.3873 -2.8722 1.9485
O 3.0625 1.3925 -1.5629
N -0.6438 5.2257 0.9261
O 3.9048 -0.0275 -0.1932
H -2.3243 4.4164 3.3574
O -4.5043 -0.1823 -3.2344
H -3.2675 -3.7879 2.9579
H 1.3914 1.1993 -3.4778
O -2.2668 -6.4713 2.5706
H -3.2240 -2.4878 0.9114
H 3.2928 -2.8576 1.3403
O 0.3071 1.3290 2.5745
H 1.8169 -3.6617 1.4563
H 0.5063 6.3324 -0.4520
O 1.4585 2.3644 4.5737
O 1.9222 -4.1538 -2.8833
O 2.8260 1.5437 2.8119
S 1.3254 2.2463 2.9670
O -1.5822 -5.1648 0.9104
C 1.2388 1.9232 -5.4263
C -3.4747 -4.3704 2.0586
C -2.8428 3.5303 3.7207
H -3.4069 3.0648 1.6449
O 3.1672 -2.1338 -2.8597
H -3.9420 -3.7348 0.0083
O 0.6203 -2.0458 -3.2179
N 3.9723 0.7024 -1.1694
O -4.1237 1.6898 3.0754
C 3.5685 1.4933 4.0490
C 2.8157 -4.1804 -3.9734
H -1.8723 -2.1123 -3.5986
O 2.7189 -2.4786 5.6103
H 3.0378 3.5105 4.6491
C 0.5971 5.9785 0.5733
H 2.3086 2.1094 -5.3670
H 0.5765 -1.6638 2.0135
O 2.7364 -3.4204 3.2228
C -2.4234 -5.4550 1.9126
O 1.6163 -2.4625 -0.9546
O -0.9734 4.3102 0.2278
H 4.6092 1.6796 3.7987
H 2.2004 -3.9911 -4.8545
O -0.7924 -0.9977 -0.1675
H 0.6582 6.8151 1.2632
O -1.8731 3.6696 -4.4009
H 1.5008 5.3786 0.6447
H -2.4806 -1.7987 -1.9264
O -6.3050 2.9600 3.2873
H -1.0922 -3.1422 0.6741
C -3.2118 -3.5761 0.8033
H 0.9895 1.5279 -6.4111
H 0.6456 0.5802 -1.3482
H 2.9854 2.3008 6.0134
H -2.2703 1.8837 2.3404
O -2.0907 0.6940 0.0266
S 1.9413 -2.6340 4.4255
H 5.7552 -0.2839 -1.6036
C 5.1724 0.5342 -2.0177
S -5.1645 -1.4855 -2.4866
C -3.0922 -0.2823 -3.3734
O -5.2009 -1.2010 -1.0894
C -3.0904 2.5630 2.5591
O 0.4522 3.1597 -5.3909
*
```

Computed properties:
SMILES string: C[N+](=O)[O-].C[N+](=O)[O-].C[N+](=O)[O-].O=S1(=O)OCCO1.O=S1(=O)OCCO1.O=S1(=O)OCCO1.O=S1(=O)OCCO1.O=S1(=O)OCCO1.O=S1(=O)OCCO1.O=C1CCCO1
Frontier orbital gap, Eh: 0.3115
E, eV: -155321.517

# 4
This record from OMol25 describes the ion C5H15N2S with charge +1. The level of theory is ωB97M-V/def2-TZVPD.

Geometry as ORCA input:
```
! RIJCOSX wB97M-V def2-TZVPD def2/J DEFGRID3
* xyz 1 1
H 2.7151 0.2861 2.6357
N -0.4487 0.3100 -0.5171
N -1.3634 -0.2783 -4.1218
C 1.7539 -0.0230 2.1543
C 0.7842 -0.2692 -0.1789
C 1.3763 0.6279 0.8857
H -0.9621 0.4251 0.4891
H 0.8252 1.5158 0.9373
H 1.4406 -0.2741 -1.1014
H 0.6663 1.1615 3.9800
H 2.1443 1.0711 0.3675
H -0.5500 -0.9348 -4.2155
H 0.8325 -1.2930 0.2219
H -0.3977 -1.5480 -1.9145
H -2.2274 -0.7918 -4.2836
S 0.3494 -0.0198 3.3203
C -1.1468 -0.6340 -1.5588
H -2.4821 0.8304 -2.6366
H -1.4463 0.4441 -4.7729
C -1.5562 0.3097 -2.6996
H 2.0874 -0.9843 1.7612
H -0.8548 1.2547 -2.6677
H -1.9655 -1.1367 -1.0703
*
```

Computed properties:
Relative energy (zero: lowest compared OMol25 entry of this formula, charge and spin), kcal per mole: 76.81
SMILES string: [NH3+]CCNCCCS
Frontier orbital gap, Eh: 0.2827
E, eV: -19234.483

# 5
This record from OMol25 describes the molecule C3HCl2NO2S. The level of theory is ωB97M-V/def2-TZVPD.

Geometry as ORCA input:
```
! RIJCOSX wB97M-V def2-TZVPD def2/J DEFGRID3
* xyz 0 3
O 1.0925 -0.9955 1.5911
N -1.9900 -1.5587 0.9490
O 2.4574 1.0657 1.3679
C 0.2968 0.8560 -0.1221
Cl -1.9268 0.9418 -1.5358
H 0.6737 1.6589 -0.7299
Cl 0.0410 -1.2088 -1.9469
C -0.6922 -0.0586 -0.7079
C -1.3845 -0.8983 0.2425
S 1.4319 0.1975 0.8919
*
```

Computed properties:
<S²>: 2.01
Frontier orbital gap (spin up / spin down), Eh: 0.2904 / 0.2970
E, eV: -44586.491

# 6
This record from OMol25 describes the molecule C6H15NO. The level of theory is ωB97M-V/def2-TZVPD.

Geometry as ORCA input:
```
! RIJCOSX wB97M-V def2-TZVPD def2/J DEFGRID3
* xyz 0 1
H -2.8966 -0.5942 -1.2835
H -0.0111 1.1610 3.6240
H 1.0534 -2.0559 -2.4713
H -0.6721 1.4294 -1.6855
H 1.6001 0.4213 3.9648
C -1.2299 0.7874 -1.0088
N 0.3177 0.7642 0.8645
C 0.7533 0.0019 2.0151
C 0.9148 -0.5759 -1.1339
C 0.9648 0.9096 3.2377
H 1.7539 -0.8824 -0.4985
H 1.2402 0.1357 -1.8990
H 1.4453 1.8159 2.8639
C -0.2190 -0.0729 -0.2422
H 1.0427 1.3369 0.4534
H -2.7933 0.6440 -2.5143
C -2.1950 -0.0394 -1.9189
H -0.0092 -0.7231 2.2386
H -1.6680 -0.7691 -2.5414
H 1.6451 -0.6394 1.8749
H -0.7318 -0.9805 0.0670
H -1.9015 1.2487 -0.2971
O 0.4155 -1.7525 -1.8080
*
```

Computed properties:
Relative energy (zero: lowest compared OMol25 entry of this formula, charge and spin), kcal per mole: 36.87
SMILES string: CCN[C@@H](CC)CO
Frontier orbital gap, Eh: 0.3568
E, eV: -10002.158